P | # CH3Br2P

A molecular structure, CH3Br2P (the ωB97M-V functional and the def2-TZVPD basis, the Open Molecules 2025 dataset).

Each line ends with the natural charge from an NBO analysis.
Positions of all 7 atoms, in Å:
Br 1.511 -2.379 0.781  -0.4642
C -0.827 0.210 -0.001  -1.0721
H -0.658 0.429 -1.096  0.2592
H -1.238 -0.817 0.090  0.2978
Br 1.948 1.207 -1.005  -0.1397
H -1.548 0.829 0.539  0.2595
P 0.811 0.521 0.691  0.8594

For the HOMO energy, the calculation gives -0.348 Ha. As for the multiplicity: 1. The value obtained for the LUMO energy is -0.0792 hartree.

***

Q | # CH3Br2P

A single CH3Br2P molecule (the ωB97M-V functional and the def2-TZVPD basis, the Open Molecules 2025 dataset).

Each line ends with the natural charge from an NBO analysis.
Positions of all 7 atoms, in Å:
P 0.686 0.555 1.914  0.8306
H 0.322 0.941 -0.238  0.2378
Br 0.340 -1.350 2.950  -0.1797
H -0.767 -0.267 0.180  0.2605
C 0.252 -0.023 0.206  -1.0189
H 0.752 -0.947 -0.233  0.2752
Br -1.769 1.696 2.734  -0.4055

Its SMILES is CP(Br)Br. For the HOMO energy, the calculation gives -0.359 Ha. As for the multiplicity: 1. The value obtained for the LUMO energy is -0.0696 hartree.

***

R | # CH3Br2P

A molecular structure, CH3Br2P (the ωB97M-V functional and the def2-TZVPD basis, the Open Molecules 2025 dataset).

Each line ends with the natural charge from an NBO analysis.
Positions of all 7 atoms, in Å:
H 0.532 0.090 -1.585  0.2663
H -0.712 0.253 1.849  -0.0181
P -0.654 0.880 0.587  0.5551
H 0.552 -1.277 -0.284  0.2567
Br 2.303 0.339 0.051  0.0007
Br -2.518 -0.168 -0.140  -0.2517
C 0.497 -0.117 -0.477  -0.8092

For the HOMO energy, the calculation gives -0.356 Ha. As for the multiplicity: 1. The value obtained for the LUMO energy is 0.0053 hartree.

***

Need the numbers? Relative energies in kJ/mol: P 29.5; Q 7.6; R 0.0.

***

P | # C6H11N

A gas-phase ion, C6H11N (charge +1) (the ωB97M-V functional and the def2-TZVPD basis, the Open Molecules 2025 dataset).

Each line ends with the Mulliken spin population.
Positions of all 18 atoms, in Å:
N -0.949 0.166 -1.249  0.1162
C 1.682 -0.206 -0.004  0.0403
H 1.484 0.738 -0.510  -0.0020
H 0.245 -1.759 -0.213  0.0093
H -2.250 0.005 -2.797  0.0018
H -1.913 1.776 0.546  0.0293
H -1.168 1.048 2.039  0.0306
C -2.135 0.056 -1.721  0.0434
H 3.597 0.296 0.881  0.0025
C 2.612 -0.050 1.173  -0.0017
H 2.667 -1.013 1.676  0.0006
C -1.374 0.945 0.983  0.4973
C 0.342 -0.888 0.437  0.0486
H 2.128 0.574 1.915  -0.0004
H -3.055 0.043 -1.143  -0.0044
C -0.787 0.009 0.107  0.1849
H 0.293 -1.098 1.501  -0.0008
H 2.129 -0.843 -0.766  0.0046

As for the net charge: +1. For the HOMO energy (alpha / beta), the calculation gives -0.573 / -0.573 Ha. As for the multiplicity: 2. The value obtained for the LUMO energy (alpha / beta) is -0.1789 / -0.3017 hartree.

***

Q | # C6H11N

A gas-phase ion, C6H11N (charge +1) (the ωB97M-V functional and the def2-TZVPD basis, the Open Molecules 2025 dataset).

Each line ends with the Mulliken spin population.
Positions of all 18 atoms, in Å:
H 1.536 -1.446 1.317  0.0440
C -0.434 1.124 -1.158  -0.0328
C -0.826 -1.646 -0.587  -0.0129
C -0.148 -0.754 0.455  0.3842
H 0.434 -1.040 2.603  0.0093
H -0.824 -2.632 -0.107  -0.0003
C 0.076 0.590 0.080  0.1978
H -0.362 -1.796 -1.565  0.0270
C 0.469 -1.468 1.594  0.0206
H 0.160 3.077 -0.829  0.0099
H -1.343 0.599 -1.429  0.0017
H 1.495 0.687 1.445  -0.0099
N 1.138 1.213 0.665  0.2275
H 0.195 -2.517 1.675  0.0022
H 1.461 2.127 0.410  -0.0078
H -1.893 -1.427 -0.684  0.0320
C -0.316 2.409 -1.533  0.1070
H -0.817 2.900 -2.353  0.0006

As for the net charge: +1. For the HOMO energy (alpha / beta), the calculation gives -0.493 / -0.539 Ha. As for the multiplicity: 2. The value obtained for the LUMO energy (alpha / beta) is -0.1654 / -0.2392 hartree.

***

Need the numbers? Relative energies in kJ/mol: P 129.8; Q 0.0.

***

P | # C3H2FIN2

A single C3H2FIN2 molecule (the ωB97M-V functional and the def2-TZVPD basis, the Open Molecules 2025 dataset).

Each line ends with the natural charge from an NBO analysis.
Positions of all 9 atoms, in Å:
N 0.361 0.719 -0.342  -0.6471
C 1.061 1.349 -1.226  -0.0381
H -0.367 -1.074 0.253  0.1977
I 0.793 3.468 -1.441  0.0768
H -0.171 1.234 0.394  0.4003
C 1.898 -1.162 -2.142  0.5311
N 1.266 -1.282 -1.087  -0.4268
F 3.169 -1.366 -2.189  -0.2991
C 0.401 -0.723 -0.349  0.2051

For the HOMO energy (alpha / beta), the calculation gives -0.308 / -0.308 Ha. As for the multiplicity: 1. The value obtained for the LUMO energy (alpha / beta) is -0.0174 / -0.0174 hartree.

***

Q | # C3H2FIN2

2 unconnected molecules or ions with the total composition C3H2FIN2 (the ωB97M-V functional and the def2-TZVPD basis, the Open Molecules 2025 dataset).

Each line ends with the natural charge from an NBO analysis.
Positions of all 9 atoms, in Å:
H 0.097 -2.242 -1.125  0.3499
C 1.093 -1.257 2.309  -0.3853
C 2.843 -1.006 -0.399  -0.0740
N 1.939 -1.623 -0.891  -0.0498
I 4.802 -0.653 -0.454  0.2840
C -0.036 -1.138 1.932  0.4092
H 2.111 -1.460 2.357  0.2387
F -1.316 -0.967 1.670  -0.2677
N 0.866 -1.649 -1.510  -0.5050

For the HOMO energy (alpha / beta), the calculation gives -0.311 / -0.311 Ha. As for the multiplicity: 1. The value obtained for the LUMO energy (alpha / beta) is -0.0106 / -0.0106 hartree.

***

Need the numbers? Relative energies in kJ/mol: P 0.0; Q 149.9.

***

P | # ClH14O7

8 unconnected molecules or ions with the total composition ClH14O7 (the ωB97M-V functional and the def2-TZVPD basis, the Open Molecules 2025 dataset).

Each line ends with the natural charge from an NBO analysis.
Positions of all 22 atoms, in Å:
H 1.630 -0.767 -1.418  0.4809
O 0.919 3.059 -1.015  -0.9641
H -0.285 2.798 2.437  0.4609
H -3.149 0.345 -2.035  0.4548
H -2.084 0.728 -1.002  0.4961
H -0.666 -1.621 -2.179  0.4841
H -1.180 -1.666 1.404  0.4971
O 2.520 -1.119 -1.562  -0.9809
H -0.584 -2.282 2.658  0.4573
O 2.785 -0.425 1.303  -0.9788
O -1.324 -2.309 -2.348  -0.9553
H 2.918 -1.062 -0.683  0.4867
H -0.788 1.436 1.991  0.4935
H 2.769 -0.815 2.181  0.4642
H 1.312 2.938 -1.884  0.4587
Cl -0.203 0.063 0.043  -0.9248
O -1.369 -2.314 2.103  -0.9655
H 1.870 -0.129 1.144  0.5036
O -2.921 1.037 -1.407  -0.9699
H -1.917 -2.235 -1.593  0.4698
O -1.016 2.186 2.563  -0.9633
H 0.764 2.153 -0.700  0.4949

As for the net charge: -1. For the HOMO energy, the calculation gives -0.256 Ha. As for the multiplicity: 1. The value obtained for the LUMO energy is 0.1149 hartree.

***

Q | # ClH14O7

8 unconnected molecules or ions with the total composition ClH14O7 (the ωB97M-V functional and the def2-TZVPD basis, the Open Molecules 2025 dataset).

Each line ends with the natural charge from an NBO analysis.
Positions of all 22 atoms, in Å:
H -16.173 -0.442 4.415  0.4665
O -13.655 3.177 2.746  -0.9597
H -15.653 -0.223 5.824  0.4872
O -10.308 -0.040 4.093  -0.9562
O -12.582 -2.666 5.044  -0.9693
H -12.016 0.383 8.948  0.4638
H -15.081 1.899 5.185  0.4905
H -13.233 2.168 7.299  0.4953
O -15.704 2.649 5.050  -0.9736
H -14.161 2.911 1.972  0.4615
O -11.391 -0.085 8.384  -0.9560
H -10.327 -0.163 3.139  0.4541
H -11.061 0.550 4.280  0.4941
Cl -13.232 0.590 5.394  -0.9335
O -13.088 3.038 7.709  -0.9679
H -13.653 2.389 3.314  0.4940
H -12.991 3.632 6.959  0.4631
O -16.471 -0.380 5.327  -0.9575
H -11.899 -0.293 7.585  0.4889
H -15.138 3.428 5.027  0.4593
H -12.459 -3.010 5.933  0.4559
H -12.744 -1.710 5.171  0.4995

As for the net charge: -1. For the HOMO energy, the calculation gives -0.246 Ha. As for the multiplicity: 1. The value obtained for the LUMO energy is 0.1209 hartree.

***

R | # ClH14O7

A molecular structure, ClH14O7 (the ωB97M-V functional and the def2-TZVPD basis, the Open Molecules 2025 dataset).

Each line ends with the natural charge from an NBO analysis.
Positions of all 22 atoms, in Å:
H -6.677 32.041 -22.034  0.3796
H -3.952 28.959 -22.824  0.4544
O -7.093 29.086 -23.687  -0.9506
H -5.990 29.564 -20.452  0.4629
O -4.845 28.911 -22.482  -0.9779
H -7.462 28.837 -22.840  0.4387
O -5.693 30.462 -20.305  -0.9649
H -6.271 33.132 -23.325  0.5041
O -5.325 32.071 -25.307  -1.0155
H -7.405 32.589 -24.168  0.4657
O -6.674 33.207 -24.190  -0.8973
H -5.174 29.807 -22.543  0.3937
H -4.676 33.479 -22.010  0.4571
O -4.201 32.989 -22.681  -0.9627
Cl -5.924 31.137 -22.877  -0.3790
H -5.891 30.916 -21.124  0.4235
H -7.969 32.721 -21.634  0.4693
O -7.096 32.900 -21.982  -0.9846
H -4.720 32.196 -22.813  0.4001
H -6.456 29.770 -23.479  0.4102
H -4.970 31.730 -24.485  0.4256
H -6.143 32.499 -25.056  0.4478

As for the net charge: -1. For the HOMO energy, the calculation gives -0.202 Ha. As for the multiplicity: 1. The value obtained for the LUMO energy is 0.1230 hartree.

***

Need the numbers? Relative energies in kJ/mol: P 0.0; Q 35.7; R 887.1.

***

P | # C18H18N2O5S

A single C18H18N2O5S molecule (the ωB97M-V functional and the def2-TZVPD basis, the Open Molecules 2025 dataset).

Each line ends with the natural charge from an NBO analysis.
Positions of all 44 atoms, in Å:
C 0.607 -2.845 -0.284  -0.1787
C -3.154 -0.906 -0.003  0.1472
H 5.576 1.566 1.625  0.2255
S 3.102 -0.196 -0.457  2.3073
C 0.922 2.023 -0.812  -0.2320
C 0.160 -1.937 -1.237  -0.2929
N 1.846 0.262 0.566  -0.8661
C -0.176 -3.182 0.809  -0.2539
H -2.230 3.264 -0.841  0.2387
C -1.432 -2.613 0.991  -0.1812
H 5.221 0.785 -0.730  0.2471
H 0.777 -1.668 -2.079  0.2413
C -3.350 0.047 1.210  -0.5224
H -0.022 3.573 -1.932  0.2206
C 4.731 0.927 1.380  -0.6295
C 4.382 1.032 -0.085  -0.6372
O -3.787 0.614 -1.827  -0.5878
O -3.647 2.410 1.197  -0.5104
C -0.470 0.884 0.784  -0.2518
O 3.528 -1.475 0.024  -0.9447
H 1.870 2.131 -1.312  0.2224
C -1.382 2.659 -0.563  -0.2005
H 0.193 -3.898 1.528  0.2178
O -4.268 -1.762 -0.128  -0.6883
H 1.622 -0.475 1.216  0.4279
C -2.914 1.479 0.969  0.5674
H -4.992 -1.252 -0.516  0.4855
C -1.877 -1.703 0.059  -0.0928
C -1.087 -1.377 -1.047  0.2539
H 4.987 -0.103 1.613  0.2343
H -2.807 -0.353 2.069  0.2347
N -1.758 -0.452 -1.839  -0.6246
H 3.881 1.222 1.991  0.2237
H 1.587 -3.281 -0.398  0.2334
C 0.770 1.052 0.174  0.1482
C -2.969 -0.116 -1.324  0.6726
H 3.979 2.003 -0.357  0.2349
H -0.572 0.145 1.564  0.2213
C -1.551 1.669 0.404  -0.0758
H -4.412 0.065 1.464  0.2533
O 2.707 -0.078 -1.829  -0.9377
C -0.151 2.820 -1.170  -0.1972
H -1.392 -0.079 -2.701  0.4241
H -2.048 -2.882 1.836  0.2225

Its SMILES is CCS(=O)(=O)Nc1cccc(C(=O)C[C@@]2(O)C(=O)Nc3ccccc32)c1. For the HOMO energy, the calculation gives -0.315 Ha. As for the multiplicity: 1. The value obtained for the LUMO energy is 0.0085 hartree.

***

Q | # C18H18N2O5S

A molecular structure, C18H18N2O5S (the ωB97M-V functional and the def2-TZVPD basis, the Open Molecules 2025 dataset).

Each line ends with the natural charge from an NBO analysis.
Positions of all 44 atoms, in Å:
H 3.768 7.124 1.840  0.1990
C -1.178 -2.382 0.397  -0.1827
C 0.457 -5.432 -3.030  -0.4203
H 2.683 7.405 3.285  0.1738
H -1.727 4.329 0.179  0.1746
H 0.909 -3.759 -4.368  0.1616
C -0.074 0.861 1.351  0.6624
H 2.466 -4.164 -3.387  0.2554
H 1.699 2.838 2.296  0.3020
O 1.061 0.764 1.991  -0.6388
H -1.269 -5.725 -1.850  0.2606
C 1.345 -4.230 -3.190  -0.4036
H -2.768 0.944 1.118  0.2138
H 0.992 -5.978 -2.465  0.2030
C -2.200 -0.054 1.246  -0.1956
C -0.038 3.445 1.138  0.1489
H -1.418 2.210 0.596  0.3870
C -0.892 -0.225 0.931  -0.1728
H -3.266 -3.254 0.338  0.2351
C -0.265 5.905 0.814  -0.2008
C -2.349 -2.306 0.600  -0.2413
H -1.617 -4.625 -3.231  0.2167
C -2.989 -1.177 0.816  -0.1536
C -0.909 4.588 0.552  -0.2054
H 1.703 -3.081 -1.283  0.2715
C -0.884 -4.899 -2.571  -0.2380
H 0.560 -6.155 -4.019  0.2145
N -0.499 2.070 0.893  -0.5851
C -0.250 -1.378 0.839  -0.0855
O 2.967 5.502 2.522  -0.5236
H 0.621 -1.425 0.862  0.1957
C 0.745 -3.335 -2.125  -0.2501
O 0.941 -4.116 0.526  -0.8941
N -0.374 -3.796 -1.797  -0.6600
C 0.930 6.094 1.625  0.2197
H -0.719 6.721 0.421  0.2061
O 1.413 7.244 1.644  -0.4496
H -4.189 -1.161 0.826  0.2237
C 1.196 3.774 1.784  -0.2822
H 0.517 -2.119 -2.567  0.1620
O -1.266 -5.036 0.446  -0.9295
S -0.276 -4.038 -0.144  2.2128
C 1.617 5.047 1.855  0.2172
C 2.826 6.984 2.299  0.1954

For the HOMO energy, the calculation gives -0.293 Ha. As for the multiplicity: 1. The value obtained for the LUMO energy is 0.0137 hartree.

***

Need the numbers? Relative energies in kJ/mol: P 0.0; Q 1632.1.